No. 1
46
Properties=species:S:1:pos:R:3:forces:R:3 method="wB97M-V/def2-TZVPD" smiles=Cc1cc(OCC[N+]2(C)CCCCC2)nc2ccccc12 homo_ha=-0.401 e_above_lowest_kcal_mol=0.2 gap_ev=8.651 energy_ev=-24094.157 total_charge=+1 molar_mass_g_mol=285.41 e_lumo_ev=-2.3
C -3.6533 -2.6352 -1.0737 0.02 -0.02 0.00
C -2.8221 -1.5729 -0.4347 0.42 -0.03 0.13
C -1.5483 -1.8426 -0.0070 -0.17 -0.02 -0.05
C -0.8031 -0.8142 0.5994 -0.32 0.75 0.00
O 0.4677 -1.1280 1.0035 0.00 -0.28 -0.02
C 1.1408 -0.1170 1.7283 0.14 0.32 -0.02
C 2.6348 -0.4232 1.7600 -0.88 -0.27 0.53
N 3.4259 -0.1156 0.5274 -0.09 -0.02 0.17
C 4.7990 -0.5930 0.7803 0.81 -0.23 0.04
C 2.8399 -0.8180 -0.6494 -0.23 -0.46 -0.94
C 3.5432 -0.4879 -1.9601 -0.06 0.22 0.07
C 3.5189 1.0167 -2.2077 0.24 -0.08 0.03
C 4.1401 1.7430 -1.0192 -0.19 -0.12 -0.09
C 3.4318 1.3529 0.2745 0.15 0.94 -0.24
N -1.2248 0.4034 0.7746 0.67 -0.51 0.18
C -2.4807 0.7069 0.3645 -0.48 -0.21 -0.26
C -2.9419 2.0201 0.5659 -0.18 0.06 -0.05
C -4.2053 2.3735 0.1771 0.20 0.04 0.08
C -5.0483 1.4316 -0.4270 -0.13 -0.19 -0.11
C -4.6216 0.1476 -0.6364 -0.08 0.07 -0.01
C -3.3283 -0.2535 -0.2488 0.25 0.35 0.20
H -4.5597 -2.8052 -0.4948 -0.08 -0.04 -0.01
H -3.9484 -2.3357 -2.0782 -0.06 -0.02 -0.06
H -3.1010 -3.5688 -1.1357 -0.02 -0.05 -0.02
H -1.1034 -2.8191 -0.1094 0.00 -0.15 -0.03
H 0.7776 -0.1176 2.7641 0.13 0.08 -0.12
H 0.8910 0.8608 1.3037 0.14 -0.12 0.18
H 2.7370 -1.4926 1.9586 0.20 0.07 -0.05
H 3.0831 0.1334 2.5847 0.08 -0.02 -0.12
H 5.4437 -0.3801 -0.0665 -0.09 0.01 0.03
H 4.7939 -1.6681 0.9500 -0.15 0.02 -0.02
H 5.2083 -0.1004 1.6605 -0.13 0.06 0.00
H 2.8672 -1.8909 -0.4521 -0.04 0.09 0.17
H 1.7953 -0.5180 -0.7293 0.11 0.01 0.16
H 3.0116 -1.0056 -2.7588 0.01 -0.10 0.07
H 4.5687 -0.8581 -1.9678 0.02 -0.07 -0.04
H 4.0660 1.2560 -3.1181 -0.05 0.03 -0.04
H 2.4880 1.3487 -2.3429 -0.06 0.03 -0.03
H 4.0314 2.8209 -1.1422 0.04 0.01 0.11
H 5.2091 1.5358 -0.9647 0.04 0.05 0.03
H 3.8998 1.8451 1.1294 -0.08 -0.16 0.07
H 2.3944 1.6835 0.2091 0.04 -0.13 0.09
H -2.2776 2.7272 1.0378 0.07 0.06 0.05
H -4.5605 3.3803 0.3358 -0.01 0.09 0.02
H -6.0427 1.7254 -0.7264 -0.09 0.00 -0.03
H -5.2816 -0.5677 -1.1011 -0.09 -0.07 -0.05

---

No. 2
20
Properties=species:S:1:pos:R:3:forces:R:3 method="wB97M-V/def2-TZVPD" smiles=CSCC[C@H](C)N homo_ha=-0.315 e_above_lowest_kcal_mol=31.7 gap_ev=9.550 energy_ev=-17719.876 total_charge=0 molar_mass_g_mol=119.23 e_lumo_ev=1.0
C -3.3968 -0.9539 -0.4302 3.04 0.81 0.02
S -2.2015 0.4613 -0.0845 0.18 -1.40 -1.15
C -0.7040 -0.1762 -1.0535 0.94 2.28 1.01
C 0.5119 0.7842 -0.4809 -1.75 -0.48 -2.07
C 1.2018 0.1185 0.6809 0.21 1.67 1.35
C 2.0564 1.2447 1.4854 -1.47 -2.64 -0.55
N 1.9555 -1.0538 0.2833 1.94 0.66 -2.20
H -4.4103 -0.7477 -0.3832 -1.77 0.72 0.42
H -3.0116 -1.5972 0.3054 -0.48 -1.36 1.03
H -3.1528 -1.4027 -1.3653 0.10 -0.03 -0.93
H -0.3611 -1.2132 -1.1111 -0.63 -0.17 1.05
H -0.9333 0.0246 -2.0803 -0.02 0.57 -0.61
H 0.0283 1.7594 -0.2066 0.61 -0.74 -0.25
H 1.2394 0.9542 -1.3451 -0.78 -0.07 1.15
H 0.4747 -0.2277 1.3991 -0.57 -0.07 0.19
H 1.4605 2.0086 1.9436 -0.81 0.27 -0.04
H 2.6992 1.7036 0.8036 1.39 0.76 -1.00
H 2.5786 0.7632 2.2866 0.62 -0.32 0.29
H 1.3337 -1.7814 -0.1440 0.87 1.12 0.44
H 2.6313 -0.6687 -0.5032 -1.62 -1.57 1.83

---

No. 3
57
Properties=species:S:1:pos:R:3:forces:R:3 method="wB97M-V/def2-TZVPD" smiles="COc1ccc(N(CC(=O)NC2CCCCC2)C(=O)CNC(=O)c2cccs2)cc1" homo_ha=-0.310 e_above_lowest_kcal_mol=5.3 gap_ev=8.816 energy_ev=-46749.435 total_charge=0 molar_mass_g_mol=429.54 e_lumo_ev=0.4
C -5.8243 0.0769 3.1103 0.00 0.07 0.21
O -5.8527 -0.3552 1.7702 0.02 -0.09 -0.29
C -4.7760 -0.0997 0.9826 0.11 0.00 -0.20
C -3.6347 0.5861 1.3863 -0.28 -0.03 0.20
C -2.5920 0.7867 0.4999 0.02 -0.15 -0.30
C -2.6725 0.3050 -0.7974 -0.37 -0.11 0.29
N -1.6092 0.5240 -1.7108 -0.09 0.25 -0.08
C -1.1878 1.9028 -1.9222 0.15 0.31 -0.11
C -0.0433 2.2913 -0.9659 -0.32 -0.21 -0.58
O -0.1770 3.1589 -0.1278 -0.10 0.36 0.33
N 1.0621 1.5571 -1.1617 0.38 -0.29 -0.13
C 2.2499 1.6019 -0.3207 -0.18 0.43 0.27
C 2.9815 2.9397 -0.4562 0.23 -0.24 -0.09
C 4.2514 2.9299 0.3891 -0.17 0.22 0.10
C 3.9213 2.6479 1.8518 0.22 -0.23 -0.08
C 3.1764 1.3228 1.9830 -0.14 0.24 0.06
C 1.9015 1.3500 1.1477 0.21 -0.26 -0.04
C -0.9291 -0.4581 -2.3241 -0.09 -0.30 0.03
O -0.0294 -0.2267 -3.1268 0.11 -0.08 -0.21
C -1.1772 -1.9000 -1.8798 0.10 0.09 0.17
N 0.1083 -2.4021 -1.4350 -0.05 -0.16 -0.20
C 0.5571 -2.0456 -0.1976 -0.17 -0.20 -0.22
O -0.1804 -1.6198 0.6731 -0.08 0.07 0.10
C 1.9942 -2.2474 0.0280 0.51 0.07 0.45
C 3.0385 -2.2959 -0.8580 -0.44 0.00 0.14
C 4.2874 -2.4028 -0.2191 0.22 -0.02 0.16
C 4.1743 -2.4318 1.1375 -0.35 0.00 0.13
S 2.5494 -2.3178 1.6650 0.17 -0.02 -0.56
C -3.8197 -0.3672 -1.2115 0.10 0.19 0.15
C -4.8581 -0.5705 -0.3302 -0.08 -0.03 0.23
H -5.7492 1.1667 3.1791 0.01 -0.04 0.00
H -4.9977 -0.3814 3.6617 -0.02 0.03 -0.02
H -6.7697 -0.2465 3.5430 0.09 0.05 0.01
H -3.5388 0.9654 2.3904 -0.02 0.03 0.11
H -1.7115 1.3159 0.8251 0.13 0.06 0.06
H -2.0364 2.5640 -1.7438 0.15 -0.07 0.01
H -0.8455 2.0002 -2.9566 -0.07 0.02 0.11
H 1.0658 0.9263 -1.9518 -0.11 0.04 0.00
H 2.9057 0.7969 -0.6743 -0.06 0.03 0.03
H 2.3140 3.7339 -0.1201 -0.04 0.04 -0.03
H 3.2260 3.1197 -1.5056 -0.05 0.03 -0.03
H 4.7589 3.8923 0.2996 0.08 -0.03 -0.04
H 4.9294 2.1578 0.0154 0.10 -0.02 -0.02
H 4.8402 2.6206 2.4414 -0.01 0.07 0.06
H 3.2946 3.4526 2.2405 -0.01 0.08 0.07
H 2.9262 1.1343 3.0283 0.04 -0.09 0.03
H 3.8217 0.5088 1.6413 0.04 -0.07 0.03
H 1.3544 0.4102 1.2441 -0.05 0.01 -0.02
H 1.2529 2.1547 1.4947 -0.04 0.00 0.00
H -1.5295 -2.5082 -2.7142 -0.03 0.12 0.06
H -1.8682 -1.9565 -1.0398 0.07 -0.10 -0.20
H 0.7900 -2.5520 -2.1632 0.00 0.01 0.13
H 2.9309 -2.2337 -1.9270 -0.07 0.03 -0.20
H 5.2247 -2.4536 -0.7437 0.17 0.00 -0.05
H 4.9612 -2.5130 1.8611 0.20 -0.03 0.13
H -3.8907 -0.7275 -2.2273 -0.02 -0.01 -0.12
H -5.7517 -1.0916 -0.6343 -0.11 -0.07 -0.04